The following is a DFT calculation (ωB97M-V/def2-TZVPD) of C3H6N2O3 in the gas phase.

```
14
Properties=species:S:1:pos:R:3:mulliken_charge:R:1
O -2.20 -0.84 0.02 -0.40
O 1.64 -0.56 1.24 -0.52
O -0.75 1.14 -0.87 -0.38
N -0.03 0.01 -0.47 0.27
N -0.13 0.73 1.90 -0.33
C 0.95 -0.40 -1.47 -0.89
C -1.09 -1.26 0.01 -0.20
C 0.57 -0.06 1.06 0.67
H 1.54 -1.21 -1.05 0.33
H 1.60 0.44 -1.71 0.31
H -1.06 1.04 1.65 0.22
H -1.68 0.85 -0.77 0.37
H 0.24 0.85 2.82 0.24
H 0.42 -0.75 -2.36 0.33
```

Values from the calculation:
Gap between HOMO and LUMO, eV: 9.336
Lowest unoccupied orbital energy, eV: 0.7
M, u: 118.1
Energy, Ha: -453.0410
Charge: 0

The following is a DFT calculation (ωB97M-V/def2-TZVPD) of C3H6N2O3 in the gas phase.

```
14
Properties=species:S:1:pos:R:3:mulliken_charge:R:1
O 0.08 0.36 2.55 -0.60
O 0.72 -0.16 0.40 -0.26
O -1.36 -0.48 -2.83 -0.45
N -0.59 -0.29 -1.56 -0.17
N -0.95 1.05 0.39 0.00
C 1.71 -0.73 1.05 -0.84
C -1.19 0.54 -0.80 -0.06
C -0.09 0.55 1.25 0.53
H -0.40 -0.54 -3.37 0.39
H 2.47 -0.18 1.40 0.33
H -1.54 1.83 0.77 0.30
H -2.14 1.11 -1.53 0.25
H 1.27 -1.38 1.88 0.33
H 2.02 -1.69 0.40 0.25
```

Values from the calculation:
Structure (SMILES): COC(=O)N/C=N/O
Gap between HOMO and LUMO, eV: 10.180
Lowest unoccupied orbital energy, eV: 0.5
M, u: 118.1
Energy, Ha: -452.9579
Charge: 0